# 1
{
  "formula": "C25H36N7O5Se2Zr",
  "method": "ωB97M-V/def2-TZVPD",
  "elements": ["Zr", "C", "C", "N", "C", "C", "C", "C", "C", "C", "C", "N", "C", "C", "N", "N", "H", "H", "H", "H", "H", "H", "H", "H", "H", "H", "H", "H", "H", "H", "H", "H", "H", "H", "N", "C", "C", "C", "C", "C", "C", "C", "C", "N", "C", "H", "H", "H", "H", "H", "H", "H", "H", "O", "C", "C", "C", "O", "C", "Se", "C", "Se", "H", "H", "H", "H", "H", "H", "H", "H", "H", "H", "O", "N", "O", "O"],
  "xyz": [[-0.073, 0.218, -0.768], [2.432, -0.588, -2.908], [2.415, 0.926, -2.900], [1.991, 1.457, -1.587], [3.060, 1.438, -0.584], [3.131, 0.092, 0.082], [4.307, -0.362, 0.644], [4.320, -1.599, 1.270], [3.160, -2.349, 1.294], [2.015, -1.834, 0.705], [0.726, -2.593, 0.743], [-0.185, -2.178, -0.326], [-0.065, -3.003, -1.550], [1.166, -2.577, -2.309], [1.133, -1.112, -2.465], [1.994, -0.626, 0.120], [2.683, -0.942, -3.909], [3.200, -0.967, -2.233], [3.403, 1.308, -3.169], [1.710, 1.275, -3.647], [1.675, 2.407, -1.732], [4.033, 1.687, -1.013], [2.838, 2.185, 0.178], [5.203, 0.244, 0.584], [5.230, -1.980, 1.718], [3.133, -3.327, 1.757], [0.924, -3.667, 0.715], [0.239, -2.368, 1.694], [-1.129, -2.296, 0.018], [-0.039, -4.067, -1.308], [-0.948, -2.806, -2.152], [2.072, -2.841, -1.758], [1.215, -3.079, -3.276], [0.450, -0.874, -3.196], [-1.019, 2.435, -0.171], [-0.312, 3.411, 0.582], [-0.515, 4.756, 0.469], [0.136, 5.652, 1.345], [0.932, 5.186, 2.351], [1.173, 3.796, 2.474], [1.947, 3.228, 3.510], [2.133, 1.878, 3.540], [1.622, 1.097, 2.486], [0.909, 1.580, 1.495], [0.609, 2.913, 1.532], [-1.566, 2.847, -0.915], [-1.645, 1.928, 0.466], [-1.213, 5.138, -0.268], [-0.039, 6.716, 1.240], [1.382, 5.865, 3.067], [2.367, 3.870, 4.276], [2.691, 1.398, 4.333], [1.837, 0.034, 2.469], [-6.092, -0.852, 0.617], [-5.322, -1.985, 0.983], [-3.840, -1.726, 0.652], [-3.060, -2.954, 1.175], [-2.816, -3.995, 0.232], [-3.778, -1.542, -0.867], [-2.424, -0.421, -1.752], [-3.414, -0.461, 1.406], [-1.483, -0.132, 1.645], [-7.023, -1.033, 0.774], [-5.661, -2.879, 0.441], [-5.409, -2.184, 2.056], [-3.570, -3.347, 2.062], [-2.079, -2.633, 1.516], [-3.630, -4.473, 0.051], [-4.685, -1.036, -1.182], [-3.726, -2.502, -1.367], [-3.777, -0.490, 2.434], [-3.843, 0.412, 0.923], [-0.489, 0.305, -4.362], [-0.832, 1.315, -3.748], [-1.488, 2.211, -4.207], [-0.405, 1.474, -2.493]],
  "total_energy_ev": -179147.320,
  "e_lumo_ev": -2.9,
  "charge": 1,
  "relative_energy_kj_mol": 7.6,
  "homo_lumo_gap_ev": 7.153
}

=====

# 2
{
  "formula": "C30H50N10PSSiZn",
  "method": "ωB97M-V/def2-TZVPD",
  "elements": ["Zn", "C", "N", "C", "C", "N", "C", "P", "C", "N", "C", "C", "N", "C", "C", "N", "C", "C", "N", "C", "H", "H", "H", "H", "H", "H", "H", "H", "H", "H", "H", "H", "H", "H", "H", "C", "C", "C", "C", "C", "C", "N", "N", "Si", "C", "C", "C", "H", "H", "H", "H", "H", "H", "H", "H", "H", "H", "H", "H", "H", "H", "H", "C", "C", "C", "C", "N", "C", "S", "N", "C", "C", "C", "C", "H", "H", "H", "H", "H", "H", "H", "H", "H", "H", "H", "H", "H", "H", "H", "H", "H", "H", "H", "H"],
  "xyz": [[-1.283, 0.495, 0.562], [-6.026, -2.403, 0.058], [-4.835, -1.869, 0.698], [-4.404, -2.182, 1.957], [-3.224, -1.517, 2.136], [-2.935, -0.808, 1.012], [-3.910, -1.040, 0.147], [-4.025, -0.394, -1.556], [-3.694, 1.365, -1.204], [-2.661, 1.814, -0.517], [-2.747, 3.172, -0.515], [-3.851, 3.554, -1.225], [-4.451, 2.403, -1.655], [-5.629, 2.334, -2.501], [-2.321, -0.823, -2.040], [-1.239, -0.658, -1.294], [-0.202, -1.197, -1.989], [-0.658, -1.685, -3.181], [-2.005, -1.455, -3.200], [-2.904, -1.732, -4.307], [-6.557, -3.026, 0.772], [-6.685, -1.600, -0.267], [-5.756, -3.012, -0.803], [-4.960, -2.832, 2.609], [-2.561, -1.514, 2.984], [-2.011, 3.783, -0.017], [-4.259, 4.529, -1.429], [-6.392, 3.018, -2.136], [-5.378, 2.602, -3.527], [-6.028, 1.323, -2.487], [0.791, -1.209, -1.581], [-0.148, -2.184, -3.987], [-2.392, -2.356, -5.034], [-3.794, -2.253, -3.961], [-3.203, -0.804, -4.794], [-3.493, 1.533, 3.631], [-2.249, 2.277, 3.244], [-1.902, 3.441, 3.901], [-0.744, 4.117, 3.506], [0.007, 3.638, 2.464], [-0.404, 2.455, 1.801], [-1.510, 1.792, 2.236], [0.183, 1.884, 0.732], [1.445, 2.623, -0.191], [3.099, 2.681, 0.724], [1.692, 1.600, -1.755], [1.008, 4.371, -0.777], [-4.026, 2.069, 4.413], [-3.253, 0.539, 4.004], [-4.151, 1.415, 2.767], [-2.506, 3.809, 4.718], [-0.450, 5.024, 4.018], [0.906, 4.143, 2.140], [3.472, 1.669, 0.886], [3.028, 3.180, 1.693], [3.842, 3.215, 0.126], [2.216, 0.662, -1.552], [2.280, 2.152, -2.491], [0.729, 1.362, -2.211], [0.785, 5.052, 0.046], [0.137, 4.345, -1.438], [1.837, 4.801, -1.342], [3.411, -2.326, -2.310], [2.863, -3.754, -2.289], [3.074, -4.461, -0.946], [2.175, -3.955, 0.185], [2.741, -2.792, 0.857], [2.040, -1.811, 1.450], [0.355, -1.719, 1.354], [2.734, -0.882, 2.131], [4.070, -1.031, 2.694], [5.141, -0.166, 2.024], [5.224, -0.355, 0.505], [6.159, -1.497, 0.106], [3.157, -1.809, -3.237], [4.499, -2.336, -2.224], [3.010, -1.747, -1.478], [3.356, -4.337, -3.070], [1.793, -3.745, -2.518], [4.126, -4.367, -0.652], [2.874, -5.527, -1.068], [2.014, -4.754, 0.914], [1.199, -3.665, -0.198], [3.742, -2.796, 0.980], [2.170, -0.117, 2.467], [4.352, -2.084, 2.644], [4.015, -0.771, 3.752], [6.102, -0.433, 2.471], [4.955, 0.881, 2.268], [5.578, 0.569, 0.047], [4.223, -0.538, 0.104], [7.197, -1.233, 0.313], [6.076, -1.715, -0.959], [5.939, -2.414, 0.662]],
  "total_energy_ev": -123242.807,
  "e_lumo_ev": -2.0,
  "charge": 1,
  "homo_lumo_gap_ev": 7.322
}

=====

# 3
{
  "formula": "C18H22N5Se2Te2Ti",
  "method": "ωB97M-V/def2-TZVPD",
  "elements": ["Ti", "Se", "Te", "Te", "Se", "C", "N", "C", "C", "N", "N", "C", "N", "N", "H", "H", "H", "H", "H", "H", "H", "H", "H", "H", "H", "C", "C", "C", "C", "C", "C", "C", "C", "C", "C", "C", "C", "C", "C", "H", "H", "H", "H", "H", "H", "H", "H", "H", "H", "H"],
  "xyz": [[-0.370, 1.351, -0.615], [1.839, 1.982, 0.190], [0.732, 2.468, -2.755], [1.320, 4.822, -3.918], [-1.633, 1.710, -3.118], [0.274, 3.219, 4.258], [-0.247, 2.102, 3.488], [0.069, 0.758, 3.954], [-0.556, 2.242, 2.176], [-0.971, 1.259, 1.438], [-0.488, 3.533, 1.669], [-0.803, 3.853, 0.325], [-0.217, 5.000, -0.117], [-1.701, 3.160, -0.284], [0.198, 2.976, 5.315], [-0.324, 4.111, 4.082], [1.324, 3.427, 4.024], [0.385, 0.818, 4.992], [0.874, 0.322, 3.357], [-0.806, 0.108, 3.913], [-1.039, 0.379, 1.926], [0.265, 4.089, 2.039], [0.769, 5.069, 0.101], [-0.389, 5.192, -1.098], [-1.987, 3.565, -1.172], [-1.697, -5.072, 0.635], [-0.432, -4.678, 0.215], [-0.210, -3.398, -0.267], [-1.256, -2.474, -0.343], [-2.520, -2.881, 0.089], [-2.744, -4.165, 0.568], [-1.063, -1.063, -0.760], [-0.026, -0.506, -1.401], [1.006, -1.219, -2.163], [0.600, -2.078, -3.187], [1.534, -2.732, -3.974], [2.892, -2.529, -3.758], [3.302, -1.666, -2.750], [2.368, -1.005, -1.964], [-1.861, -6.071, 1.018], [0.397, -5.374, 0.270], [0.784, -3.107, -0.575], [-3.341, -2.173, 0.044], [-3.737, -4.452, 0.894], [-1.916, -0.417, -0.486], [-0.460, -2.219, -3.361], [1.201, -3.394, -4.765], [3.624, -3.026, -4.384], [4.358, -1.489, -2.583], [2.681, -0.327, -1.179]],
  "total_energy_ev": -194871.072,
  "e_lumo_ev": 2.1,
  "charge": -1,
  "relative_energy_kj_mol": 46.0,
  "homo_lumo_gap_ev": 5.332
}

=====

# 4
{
  "formula": "C4H9B",
  "method": "ωB97M-V/def2-TZVPD",
  "elements": ["B", "C", "C", "C", "C", "H", "H", "H", "H", "H", "H", "H", "H", "H"],
  "xyz": [[-0.122, -0.530, -0.321], [0.760, -1.577, 0.559], [0.211, -1.934, -0.813], [-0.305, 1.955, 0.703], [-0.560, 1.164, -0.547], [1.714, -1.369, 0.759], [0.360, -2.269, 1.407], [-0.470, -2.778, -1.079], [0.986, -2.088, -1.493], [0.565, 2.573, 0.692], [-1.044, 2.881, 0.710], [-0.336, 1.451, 1.593], [-1.615, 1.015, -0.664], [-0.142, 1.508, -1.507]],
  "total_energy_ev": -4967.253,
  "smiles": "CCB1CC1",
  "e_lumo_ev": 0.7,
  "charge": 0,
  "relative_energy_kj_mol": 196.6,
  "homo_lumo_gap_ev": 9.830
}

=====

# 5
{
  "formula": "C5H8O2",
  "method": "ωB97M-V/def2-TZVPD",
  "elements": ["C", "C", "O", "C", "O", "C", "C", "H", "H", "H", "H", "H", "H", "H", "H"],
  "xyz": [[-0.842, -1.613, 0.423], [-0.363, -0.366, -0.277], [-0.623, -0.322, -1.663], [-0.557, 0.996, 0.382], [-0.913, 2.073, -0.424], [0.785, 0.412, 0.240], [2.053, 0.696, 0.458], [-1.911, -1.757, 0.235], [-0.685, -1.519, 1.503], [-0.300, -2.500, 0.077], [0.182, -0.562, -2.137], [2.249, 1.640, 0.957], [-1.018, 1.033, 1.368], [-0.960, 1.710, -1.323], [2.904, 0.079, 0.180]],
  "total_energy_ev": -9407.303,
  "smiles": "C=C1[C@@H](O)[C@@]1(C)O",
  "e_lumo_ev": 0.7,
  "charge": 0,
  "relative_energy_kj_mol": 244.0,
  "homo_lumo_gap_ev": 9.971
}

=====

# 6
{
  "formula": "C5H10O",
  "method": "ωB97M-V/def2-TZVPD",
  "elements": ["C", "O", "C", "C", "C", "C", "H", "H", "H", "H", "H", "H", "H", "H", "H", "H"],
  "xyz": [[-2.165, -1.513, 0.314], [-1.477, -0.752, 1.297], [-0.791, 0.317, 0.906], [1.804, 2.010, -0.332], [1.363, 0.885, -0.899], [1.114, -0.335, -0.105], [-2.828, -2.199, 0.844], [-1.440, -2.084, -0.279], [-2.748, -0.862, -0.349], [-1.065, 0.648, -0.112], [2.074, 2.027, 0.723], [1.908, 2.940, -0.882], [1.057, 0.887, -1.946], [0.710, -1.188, -0.649], [0.430, 0.152, 0.933], [1.948, -0.653, 0.527]],
  "total_energy_ev": -7389.626,
  "e_lumo_ev": 0.9,
  "charge": 0,
  "relative_energy_kj_mol": 495.9,
  "homo_lumo_gap_ev": 8.728
}

=====

> charge of number 4 (C4H9B)?

0

=====

> What is the charge in the second record?

+1

=====

Repeat the first record exactly.
{
  "formula": "C25H36N7O5Se2Zr",
  "method": "ωB97M-V/def2-TZVPD",
  "elements": ["Zr", "C", "C", "N", "C", "C", "C", "C", "C", "C", "C", "N", "C", "C", "N", "N", "H", "H", "H", "H", "H", "H", "H", "H", "H", "H", "H", "H", "H", "H", "H", "H", "H", "H", "N", "C", "C", "C", "C", "C", "C", "C", "C", "N", "C", "H", "H", "H", "H", "H", "H", "H", "H", "O", "C", "C", "C", "O", "C", "Se", "C", "Se", "H", "H", "H", "H", "H", "H", "H", "H", "H", "H", "O", "N", "O", "O"],
  "xyz": [[-0.073, 0.218, -0.768], [2.432, -0.588, -2.908], [2.415, 0.926, -2.900], [1.991, 1.457, -1.587], [3.060, 1.438, -0.584], [3.131, 0.092, 0.082], [4.307, -0.362, 0.644], [4.320, -1.599, 1.270], [3.160, -2.349, 1.294], [2.015, -1.834, 0.705], [0.726, -2.593, 0.743], [-0.185, -2.178, -0.326], [-0.065, -3.003, -1.550], [1.166, -2.577, -2.309], [1.133, -1.112, -2.465], [1.994, -0.626, 0.120], [2.683, -0.942, -3.909], [3.200, -0.967, -2.233], [3.403, 1.308, -3.169], [1.710, 1.275, -3.647], [1.675, 2.407, -1.732], [4.033, 1.687, -1.013], [2.838, 2.185, 0.178], [5.203, 0.244, 0.584], [5.230, -1.980, 1.718], [3.133, -3.327, 1.757], [0.924, -3.667, 0.715], [0.239, -2.368, 1.694], [-1.129, -2.296, 0.018], [-0.039, -4.067, -1.308], [-0.948, -2.806, -2.152], [2.072, -2.841, -1.758], [1.215, -3.079, -3.276], [0.450, -0.874, -3.196], [-1.019, 2.435, -0.171], [-0.312, 3.411, 0.582], [-0.515, 4.756, 0.469], [0.136, 5.652, 1.345], [0.932, 5.186, 2.351], [1.173, 3.796, 2.474], [1.947, 3.228, 3.510], [2.133, 1.878, 3.540], [1.622, 1.097, 2.486], [0.909, 1.580, 1.495], [0.609, 2.913, 1.532], [-1.566, 2.847, -0.915], [-1.645, 1.928, 0.466], [-1.213, 5.138, -0.268], [-0.039, 6.716, 1.240], [1.382, 5.865, 3.067], [2.367, 3.870, 4.276], [2.691, 1.398, 4.333], [1.837, 0.034, 2.469], [-6.092, -0.852, 0.617], [-5.322, -1.985, 0.983], [-3.840, -1.726, 0.652], [-3.060, -2.954, 1.175], [-2.816, -3.995, 0.232], [-3.778, -1.542, -0.867], [-2.424, -0.421, -1.752], [-3.414, -0.461, 1.406], [-1.483, -0.132, 1.645], [-7.023, -1.033, 0.774], [-5.661, -2.879, 0.441], [-5.409, -2.184, 2.056], [-3.570, -3.347, 2.062], [-2.079, -2.633, 1.516], [-3.630, -4.473, 0.051], [-4.685, -1.036, -1.182], [-3.726, -2.502, -1.367], [-3.777, -0.490, 2.434], [-3.843, 0.412, 0.923], [-0.489, 0.305, -4.362], [-0.832, 1.315, -3.748], [-1.488, 2.211, -4.207], [-0.405, 1.474, -2.493]],
  "total_energy_ev": -179147.320,
  "e_lumo_ev": -2.9,
  "charge": 1,
  "relative_energy_kj_mol": 7.6,
  "homo_lumo_gap_ev": 7.153
}